[1]
C5H8N2 in the gas phase in a non-equilibrium geometry. Source: the OMol25 dataset; level of theory: ωB97M-V/def2-TZVPD.

CARTESIAN COORDINATES (ANGSTROEM)
N -1.448 -2.188 -0.840
N -1.297 0.825 0.819
C -1.047 -1.436 -0.060
C 1.659 -0.594 -0.481
C -0.525 1.395 -0.269
C 0.725 0.245 0.383
C -0.543 -0.412 0.917
H 0.868 1.273 0.607
H -0.709 1.095 -1.292
H 2.048 -1.476 0.058
H -2.282 0.719 0.626
H -0.505 2.517 -0.197
H 2.526 -0.025 -0.821
H -0.548 -0.878 1.910
H 1.116 -0.989 -1.349

Summary:
Calculated total energy, hartree: -304.7028
Gap between HOMO and LUMO, eV: 10.2539
SMILES string: C[C@H]1CN[C@H]1C#N
Energy relative to the best compared isomer or geometry (same formula, charge and spin), kJ/mol: 348.3

Löwdin population analysis, charges in e, atoms 1 to 4:
1. N 0.16
2. N -0.04
3. C -0.18
4. C -0.08

***

[2]
C5H8O in the gas phase. Source: the OMol25 dataset; level of theory: ωB97M-V/def2-TZVPD.

CARTESIAN COORDINATES (ANGSTROEM)
O 2.218 0.011 0.652
C -0.091 -0.918 -0.136
C 0.040 1.234 0.381
C -0.890 -0.412 -1.292
C 0.816 -0.037 0.701
C -1.111 0.312 -0.023
H 0.476 -0.365 1.692
H 2.551 -0.815 0.287
H -2.062 0.365 0.500
H -0.094 -1.986 0.093
H -1.710 -1.116 -1.450
H -0.139 1.891 1.235
H -0.500 0.026 -2.205
H 0.495 1.811 -0.433

Summary:
Calculated total energy, hartree: -270.4638
Gap between HOMO and LUMO, eV: 10.4194
SMILES string: O[C@H]1C[C@H]2C[C@H]21
Energy relative to the best compared isomer or geometry (same formula, charge and spin), kJ/mol: 247.1

Löwdin population analysis, charges in e, atoms 1 to 4:
1. O -0.01
2. C -0.14
3. C -0.09
4. C -0.11